The following is a DFT calculation (wB97M-V/def2-TZVPD) of a cluster of 6 separate species, C31H42ClF15N3O12S3 in total at a distorted geometry.

Properties
Lowest unoccupied orbital energy   1.1578 eV
Orbital gap   3.28 eV
Charge   -1
Maximum force   7.06 eV/Å
HOMO   -0.078 Eh

Geometry as XYZ:
```
107
Properties=species:S:1:pos:R:3:lowdin_charge:R:1
Cl -3.71 6.10 0.57 0.33
S 3.66 -0.91 0.42 0.79
S -2.27 4.59 0.94 0.47
S 3.32 -2.10 3.29 0.67
F -1.78 -1.88 -1.50 0.16
F 4.60 -1.49 8.12 0.15
F -1.37 13.62 1.08 0.15
F -1.67 13.47 3.21 0.15
F -4.17 0.93 -4.76 0.16
F 3.43 -2.33 6.51 0.12
F -2.60 -1.30 -3.40 0.16
F 8.04 -8.28 -3.72 0.15
F 8.78 -6.89 -2.24 0.16
F 7.44 -6.20 -3.79 0.16
F -3.86 -1.32 -1.65 0.15
F -4.78 3.00 -4.81 0.16
F 4.82 -0.73 6.12 0.15
F -3.46 2.30 -3.26 0.13
F -3.23 14.29 1.95 0.15
O -5.70 1.39 -1.92 0.16
O 5.71 -3.87 7.49 0.02
O 6.50 -2.88 5.62 0.16
O -2.48 4.15 2.38 -0.42
O -4.50 -3.51 -3.10 0.02
O -2.54 -4.40 -2.42 0.16
O -4.04 11.64 1.94 0.16
O -0.94 5.28 0.88 -0.39
O -6.87 1.59 -3.84 0.02
O 5.36 -7.59 -2.80 0.02
O 6.54 -7.78 -0.88 0.16
O -1.89 11.03 1.62 0.02
N 1.19 -4.80 -0.29 0.01
N 1.83 -2.98 1.10 -0.20
N 1.39 2.14 -1.50 -0.18
C -5.74 1.63 -3.10 -0.36
C -2.30 9.66 1.48 -0.19
C 6.49 -7.55 -2.07 -0.37
C 0.29 1.15 -1.65 -0.37
C -1.10 1.78 -2.12 -0.21
C -4.95 -4.82 -3.46 -0.21
C 4.65 -1.86 6.82 -0.53
C 0.40 -2.98 1.26 -0.02
C 2.72 1.52 -1.68 -0.39
C 5.74 -2.90 6.55 -0.37
C 2.87 -2.06 1.67 -0.96
C -5.45 -5.58 -2.25 -0.07
C -2.47 3.20 -0.28 -0.25
C -2.87 11.92 1.85 -0.38
C -2.83 9.40 0.09 -0.08
C -8.63 2.44 -2.40 -0.06
C 3.31 0.86 0.87 -0.47
C 6.66 -4.93 7.31 -0.21
C 2.31 -4.01 0.22 -0.13
C 3.60 -6.73 -1.35 -0.09
C -3.25 -3.44 -2.58 -0.36
C -2.87 -1.99 -2.28 -0.52
C -1.42 3.23 -1.50 -0.22
C -2.29 13.33 2.02 -0.51
C 3.68 1.75 -0.41 -0.28
C 0.04 -4.17 0.35 -0.13
C 4.16 -7.93 -2.09 -0.20
C 8.03 -4.52 7.83 -0.07
C -8.07 1.24 -3.14 -0.21
C 7.69 -7.23 -2.95 -0.52
C -4.54 1.97 -3.98 -0.50
H 7.96 -4.18 8.87 0.08
H 6.30 -5.78 7.90 0.12
H 2.65 -6.97 -0.88 0.07
H -6.21 -5.00 -1.72 0.08
H -3.03 9.40 2.25 0.13
H -3.53 3.31 -0.73 0.09
H -9.59 2.19 -1.93 0.08
H -3.06 8.34 -0.04 -0.02
H -0.23 -2.26 1.86 0.12
H -3.73 9.98 -0.11 0.08
H 0.60 0.41 -2.49 0.09
H 3.68 2.86 -0.11 0.11
H 0.19 0.55 -0.67 0.08
H 3.41 -4.16 -0.05 0.13
H -8.79 0.91 -3.89 0.12
H 3.44 -8.27 -2.83 0.12
H -4.17 -5.37 -3.99 0.13
H 4.34 -8.77 -1.41 0.12
H -1.05 -4.47 0.17 0.08
H -1.97 1.04 -1.92 0.09
H 6.71 -5.25 6.27 0.13
H -4.64 -5.75 -1.54 0.08
H -0.50 3.81 -1.18 0.09
H 4.76 1.46 -0.70 0.09
H 2.68 0.41 -2.00 0.08
H 2.25 1.05 1.26 0.09
H -5.87 -6.54 -2.54 0.08
H 8.73 -5.35 7.77 0.08
H 3.46 -5.89 -2.04 0.09
H 4.30 -6.39 -0.58 0.07
H 4.04 1.13 1.72 0.07
H 8.43 -3.69 7.25 0.08
H 3.24 2.08 -2.56 0.08
H -5.78 -4.68 -4.17 0.12
H -1.92 3.85 -2.34 0.10
H -2.09 9.69 -0.67 0.09
H -7.94 2.78 -1.62 0.08
H -2.48 2.21 0.29 0.13
H -1.07 1.91 -3.26 0.11
H -8.78 3.28 -3.08 0.08
H -1.41 9.05 1.66 0.13
H -7.90 0.40 -2.47 0.13
```